Computed, not measured: a single C5H11NO molecule, with ωB97M-V with the def2-TZVPD basis set.

* ΔE to the lowest compared entry with this formula, charge and spin: 28.7 kcal/mol
* net charge: 0
* HOMO: -9.19 eV
* DFT total energy: -8900.452 eV

Each line ends with the Löwdin charge.
Geometry (Å):
C1 -2.190311 0.299417 -1.044782  -0.097
C2 -1.585000 -0.381937 0.220647  -0.128
N1 -0.042256 -0.144961 0.474417  -0.072
C3 0.623227 0.202108 1.757256  -0.058
C4 0.767457 -0.233729 -0.636946  -0.499
O1 0.286919 -0.461848 -1.738780  0.007
C5 2.301153 -0.048106 -0.579890  -0.017
H1 -2.983223 1.034073 -0.853169  0.066
H2 -2.579001 -0.408928 -1.793526  0.078
H3 -1.346588 0.766608 -1.534047  0.047
H4 -1.754919 -1.462860 0.127964  0.105
H5 -2.134798 -0.044063 1.107045  0.102
H6 0.414667 -0.486192 2.585720  0.083
H7 1.716007 0.164919 1.638129  0.062
H8 0.414293 1.224489 2.097535  0.084
H9 2.644387 -0.253045 -1.596856  0.079
H10 2.828285 -0.735526 0.092104  0.076
H11 2.619706 0.969589 -0.322825  0.083

Atomic forces in eV per Å
0.503 0.149 0.050
0.781 0.055 0.284
-0.190 0.081 -0.490
-0.288 0.015 -0.045
-0.197 -0.103 -0.271
0.318 -0.396 0.073
-0.082 0.000 0.015
0.295 -0.193 0.336
0.223 0.002 0.549
-0.355 0.476 -0.259
0.392 0.221 0.203
0.505 -0.043 -0.009
-0.359 0.008 -0.333
-0.570 -0.073 -0.187
-0.293 -0.173 -0.144
-0.126 0.045 0.197
-0.293 0.066 -0.024
-0.263 -0.137 0.056